(1)
The following is a quantum chemistry calculation of C15H31BrP2Zr as an isolated structure at a distorted geometry, from the OMol25 dataset.

Values from the calculation:
Net charge ... +2
Energy above the lowest of the compared OMol25 structures with the same formula, charge and spin ... 7.812 eV
E_tot ... -105931.238 eV

Geometry (Å):
P1 0.317 -1.947 -1.147
P2 0.238 2.051 -0.802
C1 -0.111 -0.525 -2.241
C2 0.702 0.776 -2.112
H1 -1.201 -0.362 -2.206
H2 0.077 -0.931 -3.244
H3 1.766 0.556 -1.987
H4 0.602 1.294 -3.077
C3 -1.141 2.738 -1.809
H5 -1.604 3.584 -1.316
H6 -1.916 2.001 -2.057
H7 -0.712 3.094 -2.755
C4 1.523 3.271 -1.009
H8 1.352 3.731 -1.978
H9 2.498 2.741 -1.022
H10 1.480 4.019 -0.211
C5 -0.862 -3.181 -1.841
H11 -0.856 -4.081 -1.209
H12 -0.594 -3.435 -2.874
H13 -1.878 -2.752 -1.824
C6 1.955 -2.575 -1.466
H14 2.692 -1.763 -1.490
H15 1.890 -3.035 -2.462
H16 2.237 -3.344 -0.733
Zr1 2.721 -0.149 2.418
C7 -0.747 2.332 0.814
C8 -1.975 1.689 0.880
C9 -2.236 0.432 0.131
C10 -2.671 -0.848 1.025
C11 -1.812 -2.032 0.815
C12 -0.499 -1.923 0.458
C13 0.826 -0.184 0.995
C14 0.493 1.048 1.750
C15 1.446 -0.836 4.090
H17 -0.534 3.301 1.301
H18 -2.622 1.926 1.707
H19 -1.327 0.167 -0.446
H20 -3.097 0.483 -0.600
H21 -2.760 -0.426 2.045
H22 -3.658 -1.228 0.668
H23 -2.230 -3.025 1.038
H24 0.218 -2.292 1.236
H25 0.747 0.107 -0.093
H26 1.988 -0.568 0.664
H27 -0.199 0.915 2.640
H28 1.317 1.781 1.941
H29 1.872 -0.619 5.078
H30 1.170 -1.892 4.161
H31 0.529 -0.290 4.084
Br1 4.587 0.206 4.070

Charges in e, computed with Mulliken, in the same order as the atoms: number 1, P, carries 1.394; number 2, P, carries 1.056; number 3, C, carries -1.077; number 4, C, carries -1.185; number 5, H, carries 0.403; number 6, H, carries 0.717; number 7, H, carries 0.414; number 8, H, carries 0.645; number 9, C, carries -1.604; number 10, H, carries 0.478; number 11, H, carries 0.355; number 12, H, carries 0.576; number 13, C, carries -1.150; number 14, H, carries 0.453; number 15, H, carries 0.434; number 16, H, carries 0.376; number 17, C, carries -1.488; number 18, H, carries 0.434; number 19, H, carries 0.507; number 20, H, carries 0.452; number 21, C, carries -1.144; number 22, H, carries 0.399; number 23, H, carries 0.429; number 24, H, carries 0.382; number 25, Zr, carries 0.922; number 26, C, carries -0.359; number 27, C, carries -1.147; number 28, C, carries 1.118; number 29, C, carries -0.858; number 30, C, carries -0.691; number 31, C, carries -0.334; number 32, C, carries 1.862; number 33, C, carries -1.756; number 34, C, carries -1.162; number 35, H, carries 0.570; number 36, H, carries 0.519; number 37, H, carries -1.430; number 38, H, carries 0.609; number 39, H, carries 0.381; number 40, H, carries 0.372; number 41, H, carries 0.470; number 42, H, carries 0.233; number 43, H, carries -1.099; number 44, H, carries 0.188; number 45, H, carries 0.073; number 46, H, carries 0.495; number 47, H, carries 0.463; number 48, H, carries 0.382; number 49, H, carries 0.248; number 50, Br, carries -0.325



(2)
The following is a quantum chemistry calculation of C47H40MnNP2S5Si as an isolated structure, from the OMol25 dataset.

Values from the calculation:
Net charge ... -1
Spin multiplicity ... 6
<S²> ... 8.7633
E_tot ... -162834.357 eV

Geometry (Å):
Mn1 -1.130 0.625 -0.122
C1 2.241 -0.036 -1.931
N1 2.572 -0.328 -0.553
C2 2.778 0.862 0.251
P1 1.199 1.822 0.509
C3 1.580 3.432 -0.249
C4 2.696 4.187 0.117
C5 2.986 5.368 -0.543
C6 2.165 5.806 -1.577
C7 1.052 5.065 -1.940
C8 0.756 3.882 -1.274
C9 1.187 2.150 2.289
C10 1.424 1.110 3.185
C11 1.305 1.323 4.549
C12 0.929 2.567 5.030
C13 0.664 3.598 4.141
C14 0.792 3.395 2.777
C15 3.385 -1.444 -0.240
C16 4.407 -1.911 -1.062
C17 5.153 -3.021 -0.692
C18 4.904 -3.673 0.503
C19 3.888 -3.209 1.330
C20 3.131 -2.114 0.959
P2 0.432 -0.394 -2.158
C21 0.451 -2.212 -2.192
C22 1.336 -2.949 -2.980
C23 1.320 -4.331 -2.940
C24 0.409 -4.993 -2.122
C25 -0.485 -4.270 -1.351
C26 -0.460 -2.881 -1.387
C27 0.169 0.072 -3.893
C28 -0.579 -0.734 -4.751
C29 -0.862 -0.311 -6.040
C30 -0.408 0.920 -6.489
C31 0.324 1.734 -5.637
C32 0.604 1.317 -4.346
H1 2.816 -0.637 -2.633
H2 2.452 1.012 -2.172
H3 3.514 1.526 -0.229
H4 3.180 0.583 1.225
H5 3.330 3.854 0.932
H6 3.849 5.953 -0.250
H7 2.390 6.731 -2.092
H8 0.398 5.408 -2.732
H9 -0.139 3.321 -1.527
H10 1.665 0.117 2.825
H11 1.484 0.504 5.234
H12 0.819 2.725 6.096
H13 0.340 4.564 4.508
H14 0.558 4.198 2.088
H15 4.637 -1.406 -1.991
H16 5.942 -3.371 -1.347
H17 5.485 -4.541 0.786
H18 3.665 -3.722 2.257
H19 2.295 -1.789 1.570
H20 2.035 -2.441 -3.635
H21 2.016 -4.896 -3.548
H22 0.397 -6.076 -2.090
H23 -1.205 -4.768 -0.713
H24 -1.161 -2.322 -0.779
H25 -0.954 -1.688 -4.404
H26 -1.453 -0.943 -6.691
H27 -0.637 1.250 -7.494
H28 0.665 2.706 -5.972
H29 1.144 1.987 -3.685
S1 -6.325 5.069 -2.767
C33 -5.227 4.017 -2.098
S2 -4.235 4.408 -0.747
C34 -3.340 2.909 -0.645
C35 -3.658 1.977 -1.581
S3 -2.938 0.408 -1.785
S4 -4.906 2.446 -2.717
S5 -2.159 2.759 0.627
C36 -3.345 0.933 5.637
C37 -2.166 0.221 5.795
C38 -1.578 -0.397 4.700
C39 -2.138 -0.316 3.427
C40 -3.320 0.417 3.289
C41 -3.923 1.027 4.378
Si1 -1.355 -1.117 1.886
C42 -2.410 -2.670 1.521
C43 -2.080 -3.926 2.031
C44 -2.836 -5.053 1.740
C45 -3.951 -4.947 0.920
C46 -4.298 -3.707 0.398
C47 -3.533 -2.588 0.695
H30 -3.810 1.419 6.487
H31 -1.705 0.144 6.773
H32 -0.662 -0.961 4.840
H33 -3.760 0.537 2.305
H34 -4.836 1.593 4.239
H35 -0.090 -1.760 2.441
H36 -1.209 -4.025 2.671
H37 -2.554 -6.015 2.153
H38 -4.545 -5.823 0.687
H39 -5.160 -3.610 -0.251
H40 -3.797 -1.635 0.246

Charges in e, computed with Mulliken, in the same order as the atoms: number 1, Mn, carries 0.974; number 2, C, carries -1.889; number 3, N, carries 1.146; number 4, C, carries -2.045; number 5, P, carries 1.055; number 6, C, carries 0.245; number 7, C, carries -0.222; number 8, C, carries -0.803; number 9, C, carries -0.427; number 10, C, carries -0.884; number 11, C, carries -0.497; number 12, C, carries 0.483; number 13, C, carries -0.092; number 14, C, carries -0.758; number 15, C, carries -0.493; number 16, C, carries -0.723; number 17, C, carries -0.673; number 18, C, carries -0.264; number 19, C, carries -0.232; number 20, C, carries -0.797; number 21, C, carries -0.526; number 22, C, carries -0.889; number 23, C, carries 0.339; number 24, P, carries 1.092; number 25, C, carries 0.051; number 26, C, carries -0.261; number 27, C, carries -0.816; number 28, C, carries -0.617; number 29, C, carries -0.191; number 30, C, carries 0.294; number 31, C, carries 0.524; number 32, C, carries -0.517; number 33, C, carries -0.726; number 34, C, carries -0.541; number 35, C, carries -0.665; number 36, C, carries -0.394; number 37, H, carries 0.674; number 38, H, carries 0.548; number 39, H, carries 0.393; number 40, H, carries 0.925; number 41, H, carries 0.423; number 42, H, carries 0.393; number 43, H, carries 0.386; number 44, H, carries 0.477; number 45, H, carries 0.420; number 46, H, carries 0.183; number 47, H, carries 0.363; number 48, H, carries 0.374; number 49, H, carries 0.407; number 50, H, carries 0.405; number 51, H, carries 0.462; number 52, H, carries 0.393; number 53, H, carries 0.399; number 54, H, carries 0.434; number 55, H, carries 0.174; number 56, H, carries 0.335; number 57, H, carries 0.396; number 58, H, carries 0.406; number 59, H, carries 0.253; number 60, H, carries -0.227; number 61, H, carries 0.428; number 62, H, carries 0.396; number 63, H, carries 0.368; number 64, H, carries 0.429; number 65, H, carries 0.071; number 66, S, carries -0.326; number 67, C, carries 0.084; number 68, S, carries -0.119; number 69, C, carries -0.086; number 70, C, carries -0.054; number 71, S, carries -0.471; number 72, S, carries -0.117; number 73, S, carries -0.356; number 74, C, carries -0.498; number 75, C, carries -0.493; number 76, C, carries -0.008; number 77, C, carries 0.352; number 78, C, carries -0.293; number 79, C, carries -0.690; number 80, Si, carries 0.483; number 81, C, carries 0.059; number 82, C, carries -0.201; number 83, C, carries -0.678; number 84, C, carries -0.427; number 85, C, carries -0.685; number 86, C, carries 0.339; number 87, H, carries 0.368; number 88, H, carries 0.393; number 89, H, carries 0.333; number 90, H, carries 0.268; number 91, H, carries 0.396; number 92, H, carries -0.478; number 93, H, carries 0.303; number 94, H, carries 0.375; number 95, H, carries 0.351; number 96, H, carries 0.422; number 97, H, carries 0.111